# 1
This record from OMol25 describes one molecule with the formula C3H7N5 at a distorted geometry. The level of theory is ωB97M-V with the def2-TZVPD basis set.

Last column: natural (NBO) charge in e.
Cartesian coordinates (Å):
C 1.424 -0.217 0.013  0.53
C -0.360 -1.524 -0.452  0.30
C -1.324 0.548 0.402  0.30
H 0.635 1.160 -1.424  0.41
H 1.848 1.625 -0.523  0.36
H 1.937 -1.101 1.622  0.33
H -0.795 -2.415 -0.769  0.17
H -2.331 -1.272 0.134  0.41
H -2.119 0.786 1.217  0.13
H -0.936 2.284 0.111  0.36
N 1.420 0.884 -0.881  -0.82
N 1.810 -0.010 1.242  -0.73
N 0.929 -1.337 -0.605  -0.48
N -1.316 -0.788 0.208  -0.64
N -0.822 1.378 -0.295  -0.65

ΔE to the lowest compared entry with this formula, charge and spin	63.7	kcal per mole
gap between HOMO and LUMO	0.322	hartree
calculated total energy	-392.19756	hartree

=====

# 2
This record from OMol25 describes a 7-piece molecular cluster, C6H25NO6 overall at a distorted geometry. The level of theory is ωB97M-V with the def2-TZVPD basis set.

Last column: natural (NBO) charge in e.
Cartesian coordinates (Å):
C -0.269 -0.886 2.977  -0.65
C -1.298 0.134 2.568  -0.38
C -1.809 0.308 1.120  -0.46
C -0.758 0.311 0.058  0.20
C -0.215 -0.757 -0.515  -0.49
C -1.056 2.616 -0.576  -0.43
N -0.136 1.588 -0.183  -0.68
H -0.356 -1.929 2.658  0.22
H 0.662 -0.795 2.388  0.21
H 0.074 -0.614 3.972  0.22
H -2.211 0.072 3.160  0.20
H -0.891 1.129 2.790  0.19
H -2.487 1.144 1.246  0.23
H -2.486 -0.500 0.823  0.21
H 0.742 -0.621 -0.993  0.20
H -0.555 -1.769 -0.339  0.19
H -0.824 3.181 -1.483  0.19
H -1.178 3.423 0.160  0.18
H -2.078 2.267 -0.678  0.22
H 0.770 1.518 -0.616  0.39
H 3.052 0.420 -2.915  0.48
H 2.253 1.717 -3.250  0.49
O 2.493 1.110 -2.545  -0.97
H -4.581 0.480 -0.589  0.47
H -3.642 0.956 -1.555  0.47
O -4.130 1.297 -0.791  -0.93
H 3.269 -0.016 -1.038  0.48
H 3.175 -0.482 0.497  0.51
O 3.003 -0.705 -0.420  -0.98
H 2.863 1.889 1.511  0.46
H 1.467 1.371 1.776  0.49
O 2.376 1.309 2.106  -0.95
H -1.405 -4.317 0.639  0.47
H -0.850 -3.432 -0.454  0.47
O -1.645 -3.598 0.051  -0.93
H 2.296 -1.720 -2.016  0.49
H 1.370 -2.134 -3.204  0.47
O 2.194 -2.330 -2.754  -0.96

ΔE to the lowest compared entry with this formula, charge and spin	61.6	kcal per mole
gap between HOMO and LUMO	0.303	hartree
calculated total energy	-749.72605	hartree

=====

What did the second record say?
This record from OMol25 describes a 7-piece molecular cluster, C6H25NO6 overall at a distorted geometry. The level of theory is ωB97M-V with the def2-TZVPD basis set.

Last column: natural (NBO) charge in e.
Cartesian coordinates (Å):
C -0.269 -0.886 2.977  -0.65
C -1.298 0.134 2.568  -0.38
C -1.809 0.308 1.120  -0.46
C -0.758 0.311 0.058  0.20
C -0.215 -0.757 -0.515  -0.49
C -1.056 2.616 -0.576  -0.43
N -0.136 1.588 -0.183  -0.68
H -0.356 -1.929 2.658  0.22
H 0.662 -0.795 2.388  0.21
H 0.074 -0.614 3.972  0.22
H -2.211 0.072 3.160  0.20
H -0.891 1.129 2.790  0.19
H -2.487 1.144 1.246  0.23
H -2.486 -0.500 0.823  0.21
H 0.742 -0.621 -0.993  0.20
H -0.555 -1.769 -0.339  0.19
H -0.824 3.181 -1.483  0.19
H -1.178 3.423 0.160  0.18
H -2.078 2.267 -0.678  0.22
H 0.770 1.518 -0.616  0.39
H 3.052 0.420 -2.915  0.48
H 2.253 1.717 -3.250  0.49
O 2.493 1.110 -2.545  -0.97
H -4.581 0.480 -0.589  0.47
H -3.642 0.956 -1.555  0.47
O -4.130 1.297 -0.791  -0.93
H 3.269 -0.016 -1.038  0.48
H 3.175 -0.482 0.497  0.51
O 3.003 -0.705 -0.420  -0.98
H 2.863 1.889 1.511  0.46
H 1.467 1.371 1.776  0.49
O 2.376 1.309 2.106  -0.95
H -1.405 -4.317 0.639  0.47
H -0.850 -3.432 -0.454  0.47
O -1.645 -3.598 0.051  -0.93
H 2.296 -1.720 -2.016  0.49
H 1.370 -2.134 -3.204  0.47
O 2.194 -2.330 -2.754  -0.96

ΔE to the lowest compared entry with this formula, charge and spin	61.6	kcal per mole
gap between HOMO and LUMO	0.303	hartree
calculated total energy	-749.72605	hartree

=====

Q: Look up the calculated total energy of the first one.
A: -392.19756 hartree